Record 1
Molecular formula: C2H4S
Method: DFT, ωB97M-V/def2-TZVPD

The geometry in XYZ format:
```
7
C2H4S ωB97M-V/def2-TZVPD
C -0.018 0.555 -0.376
C -0.114 -0.861 -0.064
S -1.572 0.210 0.222
H 1.310 1.805 1.471
H 0.258 1.125 -1.239
H -0.209 -1.600 -0.854
H 0.345 -1.234 0.841
```

Computed properties:
Energy relative to the best compared isomer or geometry (same formula, charge and spin)   4.548 eV
DFT total energy   -12968.783 eV
HOMO-LUMO gap (spin up / spin down)   7.671 / 9.525 eV

Atomic partial charges in e from the Mulliken method, atoms 1 to 2:
1. C -0.36
2. C -0.36

---

Record 2
Molecular formula: C2H2N2O
Method: DFT, ωB97M-V/def2-TZVPD

The geometry in XYZ format:
```
7
C2H2N2O ωB97M-V/def2-TZVPD
N -0.231 1.594 0.315
N -1.169 0.874 0.451
C -0.455 -0.519 0.024
O 0.052 -0.551 -1.218
C 0.821 0.229 -0.221
H -0.777 -1.384 0.588
H 1.760 -0.243 0.060
```

Computed properties:
Structure (SMILES)   N1=N[C@H]2O[C@@H]12
Energy relative to the best compared isomer or geometry (same formula, charge and spin)   5.272 eV
DFT total energy   -7128.572 eV
HOMO-LUMO gap   10.206 eV

Atomic partial charges in e from the Mulliken method, atoms 1 to 2:
1. N -0.13
2. N -0.11

---

Record 3
Molecular formula: C2H8N2O
Method: DFT, ωB97M-V/def2-TZVPD

The geometry in XYZ format:
```
13
C2H8N2O ωB97M-V/def2-TZVPD
C -0.858 1.747 1.780
N -0.362 0.595 1.993
H -1.012 2.494 2.558
H -1.222 1.951 0.776
H -0.325 0.452 3.003
N -0.073 -1.225 -2.252
C 0.122 -0.290 -1.174
O 1.085 -0.741 -0.238
H 0.793 -1.389 -2.748
H -0.331 -2.101 -1.808
H 0.464 0.665 -1.589
H -0.863 -0.107 -0.728
H 0.870 -0.322 0.613
```

Computed properties:
Structure (SMILES)   C=N.NCO
Energy relative to the best compared isomer or geometry (same formula, charge and spin)   1.987 eV
DFT total energy   -7230.341 eV
HOMO-LUMO gap   10.399 eV

Atomic partial charges in e from the Mulliken method, atoms 1 to 2:
1. C -0.21
2. N -0.47

---

Record 4
Molecular formula: C19H37BBrN6O5S2
Method: DFT, ωB97M-V/def2-TZVPD

The geometry in XYZ format:
```
71
C19H37BBrN6O5S2 ωB97M-V/def2-TZVPD
C 4.870 -2.630 0.728
C 4.116 -1.201 0.423
C 2.943 -0.796 1.494
Br 1.647 -2.314 1.883
S 2.027 0.816 1.040
O 2.350 1.311 -0.398
O 2.642 1.905 2.004
N 0.323 0.750 1.425
S -0.614 -0.018 0.167
O -1.513 1.117 -0.458
O 0.213 -0.793 -0.888
B -1.844 -1.287 0.906
N -1.947 -2.688 0.331
O -2.696 -0.966 2.073
H 5.646 -2.576 1.631
H 4.154 -3.529 0.947
H 5.522 -2.948 -0.217
H 4.959 -0.361 0.520
H 3.719 -1.101 -0.691
H 3.496 -0.607 2.534
H -2.036 -3.426 1.064
H -1.142 -2.940 -0.283
H -2.223 -1.430 2.850
C 0.204 4.460 -0.688
C 1.040 4.578 0.582
C 0.761 5.866 1.361
C 1.090 7.071 0.495
N 1.364 8.071 -0.223
H 0.428 5.265 -1.396
H 0.415 3.514 -1.196
H -0.867 4.492 -0.458
H 2.102 4.529 0.313
H 0.830 3.718 1.227
H 1.373 5.896 2.268
H -0.292 5.914 1.660
C -1.531 -8.140 0.777
C -0.701 -7.166 -0.053
C 0.129 -6.210 0.806
C -0.791 -5.378 1.685
N -1.554 -4.688 2.414
H -2.266 -7.618 1.398
H -2.085 -8.821 0.122
H -0.891 -8.742 1.432
H -1.373 -6.593 -0.703
H -0.030 -7.736 -0.705
H 0.715 -5.542 0.166
H 0.825 -6.769 1.441
C 3.896 7.417 -2.882
C 3.063 7.328 -4.157
C 3.324 6.045 -4.949
C 4.785 5.986 -5.365
N 5.997 5.936 -5.710
H 4.969 7.441 -3.101
H 3.657 8.334 -2.335
H 3.697 6.564 -2.223
H 3.279 8.202 -4.783
H 2.002 7.375 -3.892
H 2.694 6.022 -5.845
H 3.085 5.164 -4.344
C -6.590 -3.598 2.746
C -6.094 -2.429 1.901
C -6.783 -2.346 0.537
C -6.513 -3.615 -0.253
N -6.289 -4.669 -0.909
H -6.377 -4.560 2.270
H -6.091 -3.601 3.720
H -7.670 -3.528 2.916
H -5.010 -2.525 1.764
H -6.268 -1.496 2.448
H -6.404 -1.485 -0.024
H -7.865 -2.221 0.660
```

Computed properties:
Charge   -1
DFT total energy   -131867.041 eV
HOMO-LUMO gap   8.263 eV

Atomic partial charges in e from the Mulliken method, atoms 1 to 2:
1. C -0.84
2. C -0.35